A:
Below is a single C2H5N3OS molecule, with properties calculated with ωB97M-V/def2-TZVPD.

```
12
Properties=species:S:1:pos:R:3
N 1.70230 1.04504 -1.91157
N 0.74831 0.12081 -2.00128
C -0.04086 -0.07646 -0.99737
S 0.28767 0.77376 0.62905
C -0.20849 -0.35615 1.82391
N -1.36760 -0.89301 1.94040
O -2.16152 -0.41914 0.98715
H 2.49268 0.66921 -2.49582
H 2.06810 1.08512 -0.89859
H -0.92976 -0.62537 -0.99315
H 0.46295 -0.54003 2.65475
H -3.05379 -0.78380 1.26252
```

Its multiplicity is 1. The charge is 0. The lowest unoccupied orbital energy is 0.7434 eV. Its HOMO-LUMO gap is 9.57 eV. As for the SMILES: N/N=C\S/C=N\O.

Want to see where the charge sits? The natural (NBO) charges in e are: -0.610, -0.220, -0.091, 0.142, -0.184, -0.107, -0.553, 0.364, 0.341, 0.216, 0.215, 0.487

=====

B:
Below is a single C2H5N3OS molecule, with properties calculated with ωB97M-V/def2-TZVPD.

```
12
Properties=species:S:1:pos:R:3
N -3.51662 0.26471 0.19122
N -2.34522 -0.15182 -0.25134
C -1.22249 0.30870 0.30934
S 0.27980 -0.67801 -0.38441
C 1.36319 0.76500 -0.45147
N 2.65303 0.74817 -0.03002
O 2.82624 -0.44571 0.68006
H -3.17656 0.70124 1.08449
H -4.17604 -0.60825 0.47394
H -1.18842 1.03317 1.02826
H 1.10935 1.68874 -1.01071
H 1.96248 -0.87068 0.61787
```

Its multiplicity is 1. The charge is 0. The lowest unoccupied orbital energy is 0.1310 eV. Its HOMO-LUMO gap is 9.18 eV. As for the SMILES: N/N=C/S/C=N\O.

Want to see where the charge sits? The natural (NBO) charges in e are: -0.588, -0.218, -0.115, 0.213, -0.217, -0.051, -0.553, 0.320, 0.380, 0.176, 0.220, 0.431

=====

Computed stability ranking, most favorable first: A, B

=====

A:
Below is a single C2H5N3OS molecule, with properties calculated with ωB97M-V/def2-TZVPD.

```
12
Properties=species:S:1:pos:R:3
N 1.27235 -0.46756 -0.73439
C 0.05189 -1.00317 -0.88901
S -0.29319 -2.20805 -1.99900
N -0.93817 -0.57151 -0.04087
C -0.88075 0.17644 1.13468
N -0.31582 1.28353 1.40441
O 0.35052 1.84788 0.31578
H 1.37292 0.44114 -0.30397
H 1.94562 -0.76872 -1.40998
H -1.76596 -1.15667 -0.13816
H -1.48625 -0.23884 1.99362
H 0.68686 2.66553 0.66689
```

Its multiplicity is 1. The charge is 0. The lowest unoccupied orbital energy is 0.5487 eV. Its HOMO-LUMO gap is 8.98 eV. As for the SMILES: NC(=S)N/C=N\O.

Want to see where the charge sits? The natural (NBO) charges in e are: -0.792, 0.295, -0.269, -0.640, 0.201, -0.160, -0.591, 0.417, 0.412, 0.432, 0.205, 0.491

=====

B:
Below is a single C2H5N3OS molecule, with properties calculated with ωB97M-V/def2-TZVPD.

```
12
Properties=species:S:1:pos:R:3
N -0.66626 1.77824 0.19136
N -0.00805 0.62273 -0.01757
C -0.64986 -0.53731 -0.12416
S -2.27103 -0.68208 -0.02680
C 1.42521 0.79447 -0.16759
N 2.38151 -0.01833 -0.14126
O 2.01019 -1.31432 0.20890
H -0.30272 2.17036 1.06317
H -0.54307 2.43973 -0.58147
H -0.03410 -1.43326 -0.01690
H 1.70770 1.83813 -0.34757
H 2.82471 -1.80862 0.16319
```

Its multiplicity is 1. The charge is 0. The lowest unoccupied orbital energy is 0.4440 eV. Its HOMO-LUMO gap is 8.59 eV. As for the SMILES: NN(C=S)/C=N\O.

Want to see where the charge sits? The natural (NBO) charges in e are: -0.614, -0.292, -0.096, -0.095, 0.179, -0.147, -0.576, 0.359, 0.359, 0.241, 0.195, 0.488

=====

C:
Below is a single C2H5N3OS molecule, with properties calculated with ωB97M-V/def2-TZVPD.

```
12
Properties=species:S:1:pos:R:3
H 0.49903 -2.46620 -2.35971
N 0.65931 -1.42043 -2.15544
C 0.04048 -0.88710 -1.11070
N -0.86629 -1.20942 -0.16603
S 0.44886 0.87128 -1.04729
N 0.81337 1.18974 0.57960
C -0.01960 1.60550 1.52598
O -1.25451 1.68849 1.40037
H -1.42663 -2.12315 -0.28500
H -1.23479 -0.33258 0.27589
H 1.73459 1.37037 0.86689
H 0.60618 1.71347 2.47546
```

Its multiplicity is 1. The charge is 0. The lowest unoccupied orbital energy is 0.6265 eV. Its HOMO-LUMO gap is 9.89 eV. As for the SMILES: [H]/N=C(\N)SNC=O.

Want to see where the charge sits? The natural (NBO) charges in e are: 0.349, -0.728, 0.293, -0.844, 0.416, -0.764, 0.524, -0.616, 0.415, 0.438, 0.397, 0.119

=====

Computed stability ranking, most favorable first: C, A, B

=====

A:
Below is 2 unconnected molecules or ions with the total composition C7H16O2, with properties calculated with ωB97M-V/def2-TZVPD.

```
25
Properties=species:S:1:pos:R:3
C -0.22137 -1.00792 -2.41447
C 0.42108 -0.67238 -1.10126
C 0.87073 -1.84197 -0.27480
C 0.76835 0.61268 -0.79222
C 1.83406 1.03184 0.18067
O 0.45592 1.57587 -1.72868
H 0.38026 -0.63007 -3.24238
H -0.31205 -2.08405 -2.58442
H -1.22034 -0.58595 -2.51486
H 0.09978 -2.61513 -0.31008
H 1.05345 -1.57156 0.76128
H 1.77049 -2.31314 -0.68144
H 1.85201 0.35859 1.03068
H 1.62993 2.04360 0.54042
H 2.82463 1.05008 -0.27995
H 0.84455 2.41746 -1.46865
C -1.00086 1.54299 2.15645
O -0.64514 0.36243 1.48703
C -1.81951 -0.66695 1.05178
H -0.10552 1.97875 2.60876
H -1.46347 2.25541 1.45780
H -1.71118 1.34490 2.96961
H -2.35601 -0.22790 0.21199
H -1.52776 -1.70991 0.97500
H -2.42202 -0.64768 1.96173
```

Its multiplicity is 1. The charge is 0. The lowest unoccupied orbital energy is 0.8670 eV. Its HOMO-LUMO gap is 8.32 eV. As for the SMILES: CC(C)=C(C)O.COC.

Want to see where the charge sits? The natural (NBO) charges in e are: -0.634, -0.110, -0.629, 0.348, -0.672, -0.699, 0.218, 0.204, 0.215, 0.197, 0.219, 0.208, 0.240, 0.199, 0.216, 0.474, -0.240, -0.597, -0.250, 0.189, 0.161, 0.161, 0.197, 0.206, 0.179

=====

B:
Below is 3 unconnected molecules or ions with the total composition C7H16O2, with properties calculated with ωB97M-V/def2-TZVPD.

```
25
Properties=species:S:1:pos:R:3
C -1.20467 -0.37873 0.06023
C 0.90326 -0.48019 0.45741
C 1.03410 0.59973 -0.42853
C -1.81126 0.57912 1.06286
C -1.63716 -0.14703 -1.36766
C 1.33326 -1.86702 0.07350
C 0.77689 2.03313 -0.09190
O -1.56022 -1.69858 0.37693
O 2.90886 0.50219 0.19029
H -1.45236 -1.83963 1.32713
H 3.38825 -0.12492 -0.36971
H 0.90857 -0.25459 1.51978
H 1.10078 0.36130 -1.48595
H -1.41671 0.40963 2.06919
H -1.65098 1.62151 0.79899
H -2.89731 0.42262 1.11165
H -1.42751 0.86873 -1.70142
H -1.15040 -0.85572 -2.04000
H -2.72084 -0.30084 -1.45811
H 2.22657 -2.13428 0.63987
H 1.56868 -1.93357 -0.99044
H 0.55959 -2.60675 0.29084
H 0.69286 2.18755 0.98404
H 1.63674 2.61373 -0.42907
H -0.10901 2.42260 -0.59996
```

Its multiplicity is 1. The charge is 0. The lowest unoccupied orbital energy is 0.6944 eV. Its HOMO-LUMO gap is 8.19 eV.

Want to see where the charge sits? The natural (NBO) charges in e are: 0.331, -0.125, 0.143, -0.684, -0.674, -0.650, -0.671, -0.731, -0.955, 0.469, 0.436, 0.218, 0.204, 0.209, 0.222, 0.217, 0.212, 0.224, 0.225, 0.235, 0.208, 0.232, 0.224, 0.265, 0.215

=====

Computed stability ranking, most favorable first: A, B